# 1
ORCA calculation (ωB97M-V with the def2-TZVPD basis set) on a structure of composition C16H23BN6Tc at a distorted geometry.

LUMO level (spin up / spin down): -16.245 / -17.519 eV
Max |F|: 3.894 eV/Å
Highest occupied orbital energy (spin up / spin down): -22.2 / -22.1 eV
⟨S²⟩: 3.83
Net charge: +4
Kohn-Sham gap (spin up / spin down): 5.998 / 4.617 eV
Spin multiplicity: 4

Cartesian coordinates (Å):
C  0.1213  1.6099  1.7797
N  -0.4067  0.8107  0.8058
N  -1.6687  0.3892  1.2443
C  -1.9208  0.9676  2.4317
C  -0.8271  1.7387  2.7987
B  -2.6393  -0.5077  0.4211
N  -2.5668  -0.0366  -1.0548
N  -1.3716  0.3746  -1.6470
C  -1.6824  0.9873  -2.8184
C  -3.0653  0.9271  -3.0003
C  -3.5826  0.3070  -1.8747
Tc  0.5375  0.0365  -0.8168
N  -2.2899  -2.0204  0.6107
N  -1.0087  -2.3917  0.2967
C  -0.8843  -3.6970  0.5693
C  -2.1070  -4.1925  1.0715
C  -2.9757  -3.0893  1.0841
H  0.0342  -4.2410  0.4188
H  -4.0032  -3.0038  1.4012
H  -2.3168  -5.1916  1.3738
H  -3.7663  -0.3478  0.8195
H  -4.6067  0.1113  -1.5926
H  -2.8670  0.7792  2.9300
H  -3.5931  1.3138  -3.8521
H  -0.7162  2.3288  3.6896
H  -0.9294  1.4782  -3.4165
H  1.1330  1.9885  1.6969
H  1.4875  -0.2680  -2.5700
C  1.3699  0.8553  -2.5229
H  0.9094  1.1292  -3.4719
H  0.6549  1.3771  -1.6727
H  2.3632  1.3108  -2.4703
C  5.1864  2.2180  1.3416
C  4.8856  0.9297  0.5739
C  5.6145  0.9763  -0.7746
C  5.3709  -0.2705  1.3915
C  3.4284  0.7942  0.3453
C  2.2600  0.5079  -0.0057
H  6.2681  2.3895  1.4129
H  4.7806  2.1690  2.3562
H  4.7395  3.0833  0.8428
H  6.6950  1.1268  -0.6467
H  5.4625  0.0444  -1.3279
H  5.2323  1.7964  -1.3925
H  4.9072  -0.2780  2.3840
H  5.1073  -1.2129  0.9009
H  6.4596  -0.2395  1.5183

Force components x, y, z for each atom (eV/Å):
-0.56 -1.25 -1.98
1.52 1.26 2.60
-0.59 1.01 1.87
-1.74 -2.38 -2.55
1.71 1.43 0.84
-1.51 -0.36 -0.52
0.41 0.51 0.09
0.96 -0.94 0.52
-1.54 -0.02 0.29
1.17 0.44 -0.54
0.67 -0.26 0.63
-1.61 -2.48 1.43
-1.57 -1.21 0.94
1.74 -1.87 0.01
0.67 1.93 -0.69
0.71 -0.77 -0.12
-0.25 3.48 -0.75
0.07 0.02 -0.06
-0.14 -0.08 0.04
-0.22 -0.62 0.22
0.44 0.04 -0.01
-0.04 -0.09 -0.08
0.10 0.14 0.07
-0.23 0.02 -0.09
-0.03 0.13 0.34
-0.38 -0.15 -0.10
-0.33 0.15 0.06
0.00 -0.35 -0.01
1.29 0.55 -1.39
-0.12 0.13 0.22
0.44 2.01 -1.05
-0.30 -0.07 -0.02
-0.43 0.87 0.42
-1.40 0.97 0.67
-0.13 -0.30 -1.85
-0.31 -1.59 0.60
3.65 -0.06 0.20
-2.27 -0.44 -0.41
-0.25 -0.26 -0.12
0.12 0.01 -0.07
0.18 0.00 0.04
-0.34 -0.06 0.43
0.14 0.07 0.07
0.16 -0.04 0.16
0.14 0.11 -0.16
0.21 0.07 0.04
-0.20 0.30 -0.24



# 2
ORCA calculation (ωB97M-V with the def2-TZVPD basis set) on a cluster of 5 separate species, C44H41F33N2O5S in total at a distorted geometry.

LUMO level: 0.481 eV
Max |F|: 1.234 eV/Å
Highest occupied orbital energy: -7.8 eV
Structure (SMILES): C[C@@H](F)c1cccc2c1Sc1ccccc1N2CCCNCc1ccccc1O.FC(F)C(F)(F)COC(F)(F)C(F)F.FC(F)C(F)(F)COC(F)(F)C(F)F.FC(F)C(F)(F)COC(F)(F)C(F)F.FC(F)C(F)(F)COC(F)(F)C(F)F
Kohn-Sham gap: 8.283 eV

Cartesian coordinates (Å):
C  -2.6265  -4.4695  -2.7601
C  -1.5741  -3.6340  -3.4541
F  -0.8363  -4.4566  -4.3014
C  -2.1607  -2.5247  -4.2846
C  -2.4708  -2.7084  -5.6183
C  -3.0073  -1.6782  -6.3697
C  -3.2187  -0.4480  -5.7870
C  -2.9149  -0.2179  -4.4535
C  -2.3984  -1.2858  -3.7129
S  -2.0621  -0.9735  -1.9997
C  -3.4841  0.0137  -1.6573
C  -4.1751  -0.1144  -0.4637
C  -5.2885  0.6715  -0.2453
C  -5.7181  1.5711  -1.2104
C  -5.0012  1.7017  -2.3914
C  -3.8737  0.9318  -2.6319
N  -3.0840  1.0196  -3.7977
C  -3.3127  2.1865  -4.6308
C  -2.1149  2.5618  -5.4886
C  -0.8628  2.9810  -4.7308
N  -0.4362  2.0764  -3.6832
C  0.8528  2.4535  -3.1473
C  1.2949  1.6176  -1.9826
C  2.5112  0.9530  -2.0657
C  3.0091  0.2103  -1.0088
C  2.2792  0.1315  0.1562
C  1.0420  0.7478  0.2595
C  0.5630  1.4814  -0.8157
O  -0.6512  2.1240  -0.6983
H  -3.4508  -3.8307  -2.4764
H  -2.1841  -4.9415  -1.8935
H  -2.9494  -5.2298  -3.4557
H  -0.8684  -3.2001  -2.7596
H  -2.2983  -3.6746  -6.0578
H  -3.2508  -1.8553  -7.4005
H  -3.6104  0.3505  -6.3870
H  -3.8156  -0.8185  0.2589
H  -5.8411  0.5996  0.6734
H  -6.5983  2.1651  -1.0536
H  -5.3562  2.4018  -3.1229
H  -3.5542  3.0487  -4.0313
H  -4.1638  2.0078  -5.2910
H  -1.8678  1.8108  -6.2271
H  -2.4282  3.4343  -6.0536
H  -0.9308  3.9932  -4.3508
H  -0.0662  3.0221  -5.4898
H  -0.4901  1.1057  -3.9524
H  0.7910  3.4829  -2.8074
H  1.6257  2.3261  -3.9097
H  3.1021  1.0133  -2.9655
H  3.9548  -0.2940  -1.0830
H  2.6820  -0.4113  0.9939
H  0.4603  0.7025  1.1593
H  -1.2683  1.6571  -1.2752
F  -1.6651  -2.3433  5.0451
C  -2.7963  -1.7521  5.4737
F  -3.6177  -1.6209  4.4090
C  -2.5253  -0.3647  6.0602
F  -2.0256  0.4510  5.1091
F  -3.7479  0.1275  6.4106
C  -1.6609  -0.2921  7.3267
O  -0.2956  0.0681  7.2135
C  0.6886  -0.8590  6.9859
F  0.2012  -2.1125  6.9706
F  1.5531  -0.7883  8.0250
C  1.5151  -0.5279  5.7375
F  0.7544  -0.5392  4.6201
F  2.4777  -1.4640  5.5920
H  -3.2879  -2.3937  6.2107
H  -2.0882  0.5271  7.9025
H  -1.7891  -1.1838  7.9399
H  1.9601  0.4497  5.8522
F  6.2102  4.1022  3.7608
C  7.3781  3.9851  3.0946
F  7.4769  5.0368  2.2508
C  7.4137  2.6883  2.2844
F  6.4455  2.7133  1.3458
F  8.6102  2.6958  1.6315
C  7.3515  1.3556  3.0523
O  6.0974  0.6966  3.1084
C  5.1870  0.9360  4.1072
F  5.6750  1.7479  5.0640
F  4.9168  -0.2442  4.6947
C  3.8758  1.4814  3.5298
F  4.0767  2.6514  2.9035
F  3.0266  1.7097  4.5774
H  8.2083  4.0341  3.8040
H  7.9772  0.6782  2.4739
H  7.8183  1.4268  4.0343
H  3.4401  0.7749  2.8225
F  2.3408  8.9298  4.8909
C  2.9377  7.9564  5.6040
F  3.4138  8.5135  6.7432
C  4.1051  7.3330  4.8355
F  5.0574  8.2654  4.6199
F  4.6410  6.4008  5.6754
C  3.7974  6.5959  3.5200
O  4.0398  7.2936  2.3091
C  3.0954  8.0871  1.7132
F  1.9032  8.0228  2.3316
F  2.9128  7.6236  0.4559
C  3.5900  9.5298  1.5869
F  3.8198  10.0575  2.8042
F  2.6379  10.2713  0.9761
H  2.1989  7.1960  5.8715
H  4.5093  5.7739  3.4914
H  2.8117  6.1310  3.5328
H  4.5110  9.5637  1.0020
F  -5.2550  -11.0994  -4.4799
C  -4.5084  -11.1827  -5.5975
F  -4.4913  -12.4785  -5.9870
C  -3.0695  -10.7264  -5.3435
F  -2.4817  -11.5462  -4.4477
F  -2.4191  -10.8928  -6.5304
C  -2.8376  -9.2614  -4.9312
O  -2.6228  -8.9943  -3.5563
C  -3.6494  -8.7327  -2.6858
F  -4.8339  -8.6326  -3.3152
F  -3.4000  -7.5257  -2.1281
C  -3.6898  -9.7560  -1.5495
F  -3.9100  -10.9904  -2.0386
F  -4.7033  -9.4424  -0.7117
H  -4.9709  -10.5873  -6.3895
H  -1.8911  -8.9926  -5.3970
H  -3.5824  -8.5944  -5.3645
H  -2.7460  -9.7500  -1.0012

Force components x, y, z for each atom (eV/Å):
0.54 0.27 -0.04
-0.22 0.25 -0.43
0.25 -0.31 -0.07
-0.05 0.16 0.07
-0.06 -0.24 -0.18
0.23 -0.36 0.40
-0.16 0.50 -0.21
0.32 -0.49 0.09
-0.08 0.42 0.32
0.24 -0.04 0.16
0.06 -0.08 -0.11
0.09 0.15 -0.49
-0.36 0.30 0.12
0.64 -0.38 -0.06
-0.33 0.11 0.02
0.19 -0.13 0.42
-0.66 0.19 -0.10
0.29 -0.37 -0.71
-0.02 0.40 0.39
0.71 -0.73 -0.70
-0.62 0.50 0.66
-0.12 -0.69 0.08
0.46 -0.40 -0.34
0.18 -0.19 0.12
-0.09 0.14 -0.08
-0.16 0.00 0.32
0.32 0.22 -0.35
-0.49 0.16 0.26
0.05 -0.18 0.37
-0.27 -0.02 0.23
-0.13 -0.22 0.25
-0.29 -0.18 -0.16
0.24 -0.03 0.30
0.11 -0.17 -0.16
-0.08 0.09 -0.29
-0.16 0.19 -0.18
-0.01 -0.27 0.35
-0.06 -0.13 0.28
-0.21 0.17 0.07
-0.04 0.17 -0.26
-0.03 0.08 0.52
-0.30 0.16 -0.08
0.03 -0.40 -0.02
-0.06 0.17 -0.28
-0.27 0.19 0.41
0.08 0.28 -0.20
0.14 -0.10 -0.10
0.03 0.32 -0.19
0.27 0.51 -0.16
0.01 0.12 -0.25
0.26 -0.08 -0.08
-0.01 -0.26 0.20
-0.24 -0.06 0.27
-0.12 0.25 -0.35
0.15 0.12 0.06
-0.25 -0.16 -0.05
-0.07 0.07 -0.07
0.49 0.30 -0.24
0.05 -0.10 -0.04
-0.11 -0.14 0.11
-0.07 0.09 0.85
-0.03 -0.03 -0.82
-0.29 -0.05 0.41
0.05 -0.01 -0.17
0.09 -0.03 0.09
-0.19 -0.18 -0.05
-0.14 -0.06 0.11
0.00 -0.03 0.03
0.06 0.01 0.03
-0.03 0.05 -0.07
0.02 -0.17 -0.17
0.10 0.15 0.09
-0.05 -0.09 0.06
0.21 0.25 0.01
-0.02 -0.07 -0.03
-0.42 -0.26 -0.22
-0.02 0.07 0.04
0.16 0.04 0.13
0.35 -0.44 0.15
-0.22 0.52 -0.14
0.56 -0.09 -0.12
-0.03 0.10 -0.07
-0.16 -0.07 0.06
-0.16 0.07 0.17
0.07 0.08 0.05
0.16 0.01 -0.39
-0.03 -0.07 0.03
-0.04 0.01 -0.08
-0.13 0.23 0.08
-0.11 -0.06 0.14
0.03 -0.02 -0.15
-0.08 -0.04 0.27
0.03 -0.05 -0.03
0.32 0.24 -0.41
-0.05 0.06 0.03
-0.16 -0.11 0.09
-0.06 -0.58 -0.21
0.02 0.50 0.32
0.01 -0.51 0.06
0.03 0.09 0.09
-0.03 0.03 -0.08
0.08 0.19 -0.08
-0.06 -0.03 0.06
-0.01 -0.02 -0.01
0.00 -0.01 -0.04
0.07 0.04 0.02
-0.14 0.23 0.08
-0.02 -0.05 -0.02
0.06 0.10 0.09
-0.12 -0.13 -0.21
0.05 0.04 0.00
0.25 -0.02 0.50
-0.07 -0.03 0.01
-0.10 0.08 -0.15
0.20 0.51 -0.26
-0.18 -0.57 0.16
0.18 0.34 -0.53
-0.05 -0.14 0.05
-0.04 0.00 0.14
0.02 -0.10 0.20
-0.05 0.00 -0.07
0.00 0.03 -0.01
0.01 0.03 0.03
0.05 -0.07 0.02
-0.22 -0.14 0.07
0.00 0.05 -0.02



# 3
ORCA calculation (ωB97M-V with the def2-TZVPD basis set) on an isolated molecule of C4H9NOS at a distorted geometry.

LUMO level (spin up / spin down): 0.967 / -2.466 eV
Max |F|: 3.890 eV/Å
Highest occupied orbital energy (spin up / spin down): -4.7 / -9.5 eV
⟨S²⟩: 2.01
Energy relative to the best compared isomer or geometry (same formula, charge and spin): 3.332 eV
Kohn-Sham gap (spin up / spin down): 5.636 / 7.044 eV
Spin multiplicity: 3

Cartesian coordinates (Å):
C  0.5211  -0.6801  0.6642
C  1.6153  -1.1588  -0.3315
C  -1.6392  0.1584  0.2145
C  -2.6104  1.1429  -0.4438
N  -0.4181  0.2139  0.0783
O  3.7939  0.5946  0.4488
S  2.8880  0.3247  -0.6942
H  0.0248  -1.5145  1.2642
H  1.0212  -0.1163  1.5897
H  2.1767  -1.8972  0.2123
H  1.1613  -1.6757  -1.2637
H  -2.0605  -0.6687  0.7962
H  -2.1537  2.1317  -0.4263
H  -3.5704  1.0537  0.0165
H  -2.6194  0.8974  -1.5754
H  1.8692  1.1940  -0.5499

Force components x, y, z for each atom (eV/Å):
0.70 0.17 2.42
-3.40 -1.55 -1.08
-2.00 -0.30 0.04
1.93 -1.04 -1.78
2.24 1.24 -1.03
1.95 2.08 1.67
-0.99 -2.23 -1.47
0.45 0.29 -1.08
-0.57 -0.71 -2.10
0.85 -0.09 -0.07
0.67 0.96 1.36
-0.36 -0.09 0.17
-0.35 0.13 0.36
-0.65 0.29 0.01
-0.42 0.15 1.79
-0.05 0.71 0.81